[1]
{
  "formula": "C23H23NO5S",
  "method": "ωB97M-V/def2-TZVPD",
  "fmax_ev_per_a": 1.32,
  "homo_ev": -7.97,
  "smiles": "CCOc1ccc(N(Cc2ccc(C(=O)O)cc2)S(=O)(=O)c2ccc(C)cc2)cc1",
  "lumo_ev": 0.224,
  "de_lowest_kj_mol": 0.0,
  "e_tot_ha": -1719.40122,
  "elements": ["C", "C", "O", "C", "C", "C", "C", "C", "C", "H", "H", "N", "S", "O", "O", "C", "C", "C", "C", "C", "C", "H", "H", "C", "H", "H", "H", "H", "H", "C", "C", "C", "C", "C", "C", "C", "H", "H", "C", "O", "O", "H", "H", "H", "H", "H", "H", "H", "H", "H", "H", "H", "H"],
  "coordinates": [[-0.5578, -6.6522, 1.4990], [0.3334, -5.6888, 2.2782], [1.2691, -5.0245, 1.4550], [0.8541, -4.0161, 0.6365], [1.8109, -3.5178, -0.2496], [1.5206, -2.4852, -1.1118], [0.2576, -1.8843, -1.1196], [-0.6950, -2.3895, -0.2369], [-0.4072, -3.4385, 0.6229], [-1.1907, -3.7808, 1.2808], [-1.6932, -1.9828, -0.1960], [-0.0252, -0.8462, -2.0178], [1.1267, 0.2431, -2.6129], [2.3416, -0.4442, -2.9286], [0.4821, 0.9608, -3.6727], [1.4220, 1.3706, -1.2547], [1.9171, 0.8964, -0.0559], [2.0636, 1.7721, 1.0063], [1.7270, 3.1154, 0.8762], [1.2664, 3.5743, -0.3553], [1.1100, 2.7065, -1.4189], [0.7398, 3.0378, -2.3757], [1.0194, 4.6190, -0.4732], [1.8229, 4.0541, 2.0356], [0.8189, 4.3093, 2.3763], [2.3192, 4.9774, 1.7442], [2.3659, 3.6052, 2.8625], [2.4383, 1.4053, 1.9505], [2.1757, -0.1466, 0.0408], [-1.3698, -0.3244, -2.1703], [-1.6261, 0.8890, -1.3126], [-1.2790, 0.9091, 0.0366], [-1.4391, 2.0560, 0.7851], [-1.9609, 3.2080, 0.2013], [-2.3396, 3.1863, -1.1383], [-2.1668, 2.0366, -1.8834], [-2.4332, 2.0302, -2.9293], [-2.7469, 4.0768, -1.5908], [-2.0536, 4.4343, 1.0168], [-1.5473, 4.5724, 2.1054], [-2.7485, 5.4198, 0.4311], [-2.7692, 6.1975, 1.0106], [-1.1578, 2.0811, 1.8266], [-0.8584, 0.0311, 0.5009], [-2.0904, -1.1192, -1.9645], [-1.4707, -0.0419, -3.2203], [2.2752, -2.1363, -1.7943], [2.7905, -3.9685, -0.2504], [0.9488, -6.2471, 2.9893], [-0.2714, -4.9667, 2.8414], [0.0574, -7.3814, 0.9782], [-1.1542, -6.1193, 0.7625], [-1.2219, -7.1733, 2.1832]]
}

---

[2]
{
  "formula": "C6H11NO4",
  "method": "ωB97M-V/def2-TZVPD",
  "fmax_ev_per_a": 4.32,
  "homo_ev": -10.08,
  "smiles": "C[C@H](O)C(=O)O.C=CC(N)=O",
  "lumo_ev": 0.301,
  "de_lowest_kj_mol": 188.5,
  "e_tot_ha": -590.91497,
  "elements": ["C", "C", "C", "C", "C", "C", "N", "O", "O", "O", "O", "H", "H", "H", "H", "H", "H", "H", "H", "H", "H", "H"],
  "coordinates": [[-2.2768, -2.2021, 1.1030], [-2.0282, -1.6685, -0.0773], [-1.6946, -0.2187, -0.0777], [2.0140, 1.1836, 1.2004], [1.6113, 1.4209, -0.1948], [1.4083, 0.1762, -0.9495], [-1.6360, 0.3362, -1.3546], [-1.4554, 0.5577, 0.9008], [0.3938, 2.2206, -0.3032], [2.0496, -0.8850, -0.3934], [0.7975, -0.0192, -1.9822], [-2.3914, -3.2797, 1.0436], [-2.5571, -1.6471, 1.9450], [2.2371, 2.1433, 1.6439], [2.8469, 0.4569, 1.2961], [1.2343, 0.5871, 1.8454], [2.4512, 1.9586, -0.7464], [-1.1964, -0.2416, -2.0113], [-1.3233, 1.2408, -1.3359], [-0.2814, 1.7528, 0.3817], [1.7768, -1.6469, -0.8967], [-1.9802, -2.2258, -1.0369]]
}

---

[3]
{
  "formula": "C28H51Br2ClO15S6",
  "method": "ωB97M-V/def2-TZVPD",
  "fmax_ev_per_a": 0.80,
  "homo_ev": -9.21,
  "smiles": "C/C(Br)=C(/Br)[C@@]1(Cl)OS(=O)(=O)O[C@@H]1C[C@@H](C)O.O=S1(=O)CCCC1.O=S1(=O)CCCC1.O=S1(=O)CCCC1.O=S1(=O)CCCC1.O=S1(=O)CCCC1",
  "lumo_ev": 0.150,
  "e_tot_ha": -10223.36736,
  "elements": ["C", "C", "Br", "C", "Br", "C", "Cl", "O", "S", "O", "O", "O", "C", "C", "C", "C", "O", "H", "H", "H", "H", "H", "H", "H", "H", "H", "H", "H", "C", "C", "C", "S", "O", "O", "C", "H", "H", "H", "H", "H", "H", "H", "H", "C", "C", "C", "S", "O", "O", "C", "H", "H", "H", "H", "H", "H", "H", "H", "C", "C", "C", "S", "O", "O", "C", "H", "H", "H", "H", "H", "H", "H", "H", "C", "C", "C", "S", "O", "O", "C", "H", "H", "H", "H", "H", "H", "H", "H", "C", "C", "C", "S", "O", "O", "C", "H", "H", "H", "H", "H", "H", "H", "H"],
  "coordinates": [[1.4957, 0.3993, 3.7172], [0.9705, 0.8619, 2.3823], [1.6977, 2.5111, 1.8622], [0.1060, 0.2083, 1.5960], [-0.4473, 0.9304, -0.0480], [-0.4748, -1.1406, 2.0131], [-1.3434, -1.9209, 0.6792], [0.6217, -1.9962, 2.3446], [0.2794, -2.8833, 3.6305], [1.4733, -3.0662, 4.3638], [-0.5428, -3.9758, 3.2572], [-0.5700, -1.7628, 4.3288], [-1.3680, -1.0327, 3.3241], [-2.7847, -1.5747, 3.3213], [-3.8531, -0.5159, 3.0427], [-3.6659, 0.7954, 3.8033], [-3.9045, -0.2902, 1.6389], [2.1511, -0.4644, 3.5949], [0.6934, 0.1260, 4.4020], [2.0637, 1.1986, 4.1879], [-1.3289, -0.0123, 3.6963], [-2.8823, -2.3815, 2.5972], [-2.9685, -1.9980, 4.3114], [-4.8117, -0.9535, 3.3514], [-4.6306, 1.2474, 4.0361], [-3.1175, 1.5128, 3.1860], [-3.1216, 0.6724, 4.7436], [-4.1601, 0.6303, 1.4823], [6.1219, 2.2841, 1.9784], [6.5633, 3.7123, 1.6377], [5.9171, 4.6438, 2.6680], [5.7125, 3.6651, 4.1671], [4.3027, 3.5129, 4.4282], [6.5928, 4.1412, 5.2033], [6.3277, 2.1280, 3.4818], [6.6916, 1.5404, 1.4228], [5.0664, 2.1545, 1.7290], [7.6518, 3.7860, 1.7022], [6.2672, 3.9875, 0.6295], [6.5279, 5.5087, 2.9150], [4.9219, 4.9641, 2.3625], [5.7729, 1.3075, 3.9313], [7.3832, 2.0564, 3.7440], [-5.4264, 5.6913, 0.5615], [-6.7996, 5.1942, 0.0868], [-6.8973, 3.7076, 0.4492], [-5.8600, 3.4856, 1.9024], [-4.7520, 2.6242, 1.5575], [-6.6614, 3.1735, 3.0560], [-5.2597, 5.1687, 1.9842], [-5.3539, 6.7771, 0.5297], [-4.6399, 5.2832, -0.0767], [-7.5873, 5.7519, 0.5964], [-6.9334, 5.3404, -0.9836], [-7.9033, 3.3867, 0.7071], [-6.4926, 3.0643, -0.3298], [-4.2334, 5.1523, 2.3432], [-5.8972, 5.6993, 2.6911], [-1.8595, -5.6794, -0.9777], [-2.5564, -6.7356, -1.8450], [-3.4737, -5.9935, -2.8258], [-2.7140, -4.3790, -3.0886], [-3.5997, -3.3575, -2.5876], [-2.2096, -4.2883, -4.4395], [-1.3652, -4.6137, -1.9454], [-1.0331, -6.1019, -0.4095], [-2.5690, -5.2404, -0.2720], [-1.8019, -7.2992, -2.3970], [-3.1228, -7.4445, -1.2427], [-3.5592, -6.4835, -3.7925], [-4.4646, -5.8121, -2.4142], [-1.1273, -3.6647, -1.4716], [-0.5137, -4.9739, -2.5189], [0.9434, 3.7903, -3.4567], [1.9119, 4.7440, -4.1704], [2.7321, 5.4553, -3.0907], [2.8013, 4.3235, -1.6900], [2.1158, 4.9383, -0.5805], [4.1484, 3.8383, -1.5107], [1.7707, 3.0461, -2.4143], [0.4751, 3.0974, -4.1539], [0.1507, 4.3564, -2.9627], [2.5759, 4.1687, -4.8183], [1.3859, 5.4634, -4.7958], [3.7523, 5.6744, -3.3957], [2.2493, 6.3631, -2.7344], [1.1806, 2.5546, -1.6394], [2.4410, 2.3206, -2.8757], [3.4862, -4.9385, -4.8418], [2.1914, -5.3558, -5.5543], [1.7119, -6.6583, -4.9041], [2.3160, -6.6183, -3.2072], [3.2626, -7.6856, -3.0156], [1.2047, -6.4661, -2.2996], [3.2024, -5.0684, -3.3496], [3.7811, -3.9226, -5.0999], [4.3024, -5.6072, -5.1230], [1.4340, -4.5803, -5.4254], [2.3440, -5.4909, -6.6237], [0.6285, -6.7483, -4.8745], [2.1456, -7.5408, -5.3704], [4.0877, -5.1218, -2.7205], [2.5363, -4.2817, -2.9951]]
}

---

[4]
{
  "formula": "C3H14NOPt",
  "method": "ωB97M-V/def2-TZVPD",
  "multiplicity": 3,
  "fmax_ev_per_a": 4.87,
  "homo_ev": [0.54, -4.40],
  "lumo_ev": [2.804, 2.996],
  "e_tot_ha": -371.79601,
  "total_charge": -1,
  "elements": ["C", "Pt", "N", "H", "H", "H", "H", "H", "H", "H", "H", "C", "C", "O", "H", "H", "H", "H", "H", "H"],
  "coordinates": [[-1.3842, 1.8349, 0.1416], [0.2955, -0.1264, -0.0520], [1.4339, -1.8079, -0.4400], [-0.5338, 0.0938, -1.4375], [2.4180, -1.4990, -0.3220], [-1.3294, 1.3910, -0.8600], [-1.8656, 2.5895, -0.4256], [-0.5179, 2.2516, 0.5823], [-2.0063, 1.3069, 0.8464], [1.1400, -2.5357, 0.2430], [1.2421, -2.0919, -1.4062], [0.5796, -0.5639, 4.1180], [0.1614, -0.9631, 2.7057], [1.0819, -0.2819, 1.7265], [1.6225, -0.8088, 4.2968], [-0.0342, -1.1384, 4.8339], [0.4162, 0.4974, 4.3043], [0.2930, -2.0225, 2.4892], [-0.8752, -0.7062, 2.4593], [1.3599, 0.5511, 2.1226]]
}

---

[5]
{
  "formula": "C16H46N12O8PS",
  "method": "ωB97M-V/def2-TZVPD",
  "fmax_ev_per_a": 2.27,
  "homo_ev": -10.70,
  "lumo_ev": -2.448,
  "e_tot_ha": -2635.79724,
  "total_charge": 1,
  "elements": ["C", "C", "O", "O", "C", "C", "C", "C", "C", "C", "S", "P", "C", "C", "H", "H", "H", "H", "H", "H", "H", "H", "H", "H", "H", "H", "H", "H", "H", "H", "H", "H", "H", "H", "H", "H", "C", "O", "N", "N", "H", "H", "H", "H", "C", "O", "N", "N", "H", "H", "H", "H", "C", "O", "N", "N", "H", "H", "H", "H", "C", "O", "N", "N", "H", "H", "H", "H", "C", "O", "N", "N", "H", "H", "H", "H", "C", "O", "N", "N", "H", "H", "H", "H"],
  "coordinates": [[-1.5370, 4.6737, 0.2252], [-1.5110, 3.3228, 0.8725], [-0.9554, 3.0982, 1.9164], [-2.1988, 2.3464, 0.2081], [-1.3632, 1.2737, -0.2539], [-2.1621, -0.0259, -0.2717], [-1.8729, -0.9753, 0.8961], [-1.8941, -0.2833, 2.2590], [-1.4587, -1.1834, 3.4132], [-0.0893, -1.8757, 3.2962], [1.2403, -0.9227, 2.5033], [1.7910, -2.0882, 0.7376], [1.6746, -3.8032, 1.2964], [3.5186, -1.6881, 0.3213], [-0.7990, 5.2879, 0.7343], [-1.3068, 4.6155, -0.8379], [-2.5136, 5.1283, 0.3940], [-0.9962, 1.5343, -1.2486], [-0.4884, 1.1894, 0.3966], [-3.2203, 0.2370, -0.2777], [-1.9657, -0.5289, -1.2190], [-2.6800, -1.7126, 0.9044], [-0.9613, -1.5424, 0.6968], [-1.3356, 0.6551, 2.2949], [-2.9306, 0.0019, 2.4534], [-1.5183, -0.6713, 4.3723], [-2.1814, -2.0015, 3.4755], [-0.2054, -2.8540, 2.8339], [0.2934, -2.0486, 4.3006], [0.6621, 0.1513, 1.9344], [2.4121, -4.1084, 2.0421], [1.8595, -4.3923, 0.3986], [0.6596, -4.0483, 1.6373], [3.5481, -0.6693, -0.0578], [4.2629, -1.8373, 1.1024], [3.7478, -2.3530, -0.5138], [-0.1663, 6.1824, -3.4297], [-0.0639, 5.0078, -3.0758], [-0.6881, 6.5288, -4.6322], [0.2458, 7.2128, -2.6389], [-0.7694, 7.4768, -4.9481], [-0.9810, 5.7869, -5.2416], [0.6399, 6.9818, -1.7465], [0.1770, 8.1767, -2.9064], [2.3076, 4.0395, -6.2077], [1.9122, 5.0434, -6.7880], [3.0440, 3.0822, -6.8412], [2.0380, 3.8173, -4.8913], [3.3826, 2.2550, -6.3896], [3.2566, 3.2319, -7.8101], [1.4880, 4.5084, -4.4059], [2.3445, 3.0055, -4.3912], [-1.8187, -5.4524, 2.9389], [-1.1047, -4.6188, 2.3511], [-2.1685, -6.6621, 2.4396], [-2.3395, -5.1648, 4.1614], [-2.7773, -7.2793, 2.9437], [-1.8361, -6.9793, 1.5384], [-2.1254, -4.2745, 4.5701], [-2.9328, -5.7953, 4.6676], [-4.0059, -1.9927, 7.1510], [-4.0456, -3.1858, 7.3865], [-4.2171, -1.4978, 5.8884], [-3.7419, -1.0573, 8.1100], [-4.1841, -0.5225, 5.6601], [-4.4207, -2.1662, 5.1695], [-3.5866, -1.3908, 9.0433], [-3.7123, -0.0716, 7.9330], [0.1074, -8.7833, 0.2126], [-1.0314, -8.3458, 0.2520], [0.4030, -10.0112, -0.2862], [1.1608, -8.0588, 0.6868], [1.3311, -10.3875, -0.3218], [-0.3604, -10.5614, -0.6352], [0.9408, -7.1564, 1.0565], [2.1093, -8.3833, 0.6933], [5.3186, 7.1516, -6.3829], [6.4357, 7.6155, -6.5206], [4.4081, 7.0717, -7.3942], [4.8710, 6.6576, -5.1816], [3.4891, 6.6845, -7.2658], [4.6823, 7.4148, -8.2951], [5.5050, 6.6951, -4.4067], [3.9545, 6.2693, -5.0555]]
}

---

[6]
{
  "formula": "C23H28N4O3",
  "method": "ωB97M-V/def2-TZVPD",
  "fmax_ev_per_a": 0.60,
  "homo_ev": -8.55,
  "smiles": "O=C(Nc1ccccc1-c1ccccc1)NC1CCN(C(=O)N2CCOCC2)CC1",
  "lumo_ev": 0.652,
  "de_lowest_kj_mol": 112.5,
  "e_tot_ha": -1338.04853,
  "elements": ["O", "C", "N", "H", "C", "C", "C", "N", "C", "O", "N", "C", "H", "H", "C", "O", "C", "H", "C", "H", "H", "H", "H", "H", "C", "H", "C", "H", "H", "H", "H", "H", "H", "H", "H", "N", "C", "C", "C", "C", "C", "C", "C", "C", "C", "C", "C", "C", "H", "H", "H", "H", "H", "H", "H", "H", "H", "H"],
  "coordinates": [[-1.1775, -2.4350, -0.3106], [-1.3444, -1.2492, -0.1101], [-0.4691, -0.4656, 0.5733], [-0.8061, 0.4147, 0.9300], [0.6703, -1.0583, 1.2568], [1.2743, -0.0449, 2.2247], [1.9290, 1.1085, 1.4612], [2.9220, 0.6448, 0.5078], [4.1868, 0.4254, 1.0282], [4.4283, 0.4669, 2.2193], [5.1632, 0.1653, 0.0942], [6.4783, -0.2103, 0.5793], [6.3651, -0.7186, 1.5366], [7.1072, 0.6791, 0.7224], [7.1177, -1.1305, -0.4615], [7.1997, -0.5042, -1.7237], [5.9283, -0.1100, -2.1820], [6.0898, 0.3848, -3.1411], [5.2585, 0.8405, -1.1847], [4.2775, 1.1553, -1.5336], [5.8946, 1.7324, -1.0762], [5.2926, -0.9972, -2.3317], [8.1415, -1.3802, -0.1805], [6.5252, -2.0547, -0.5434], [2.3559, -0.2824, -0.4581], [1.5915, 0.2524, -1.0311], [1.7299, -1.4927, 0.2386], [2.5088, -2.0490, 0.7630], [1.2662, -2.1492, -0.4972], [3.1294, -0.6285, -1.1409], [1.1809, 1.6770, 0.8996], [2.4289, 1.7765, 2.1640], [2.0414, -0.5365, 2.8237], [0.5098, 0.3436, 2.9005], [0.3283, -1.9506, 1.8015], [-2.4765, -0.6200, -0.5936], [-2.8484, 0.7218, -0.5478], [-1.9134, 1.7401, -0.7298], [-2.2893, 3.0683, -0.6497], [-3.6071, 3.4046, -0.3941], [-4.5496, 2.4022, -0.2509], [-4.1948, 1.0626, -0.3380], [-5.2386, 0.0263, -0.1998], [-5.5121, -0.8553, -1.2427], [-6.4994, -1.8147, -1.1074], [-7.2238, -1.9062, 0.0692], [-6.9649, -1.0267, 1.1069], [-5.9809, -0.0640, 0.9729], [-5.7745, 0.6204, 1.7833], [-7.5317, -1.0908, 2.0242], [-7.9914, -2.6581, 0.1749], [-6.7050, -2.4911, -1.9239], [-4.9680, -0.7683, -2.1737], [-5.5862, 2.6528, -0.0779], [-3.9021, 4.4402, -0.3225], [-1.5492, 3.8411, -0.7952], [-0.8924, 1.4841, -0.9691], [-3.2007, -1.2739, -0.8597]]
}